{
  "formula": "C43H127AsF6N23O16",
  "method": "wB97M-V/def2-TZVPD",
  "symbols": ["As", "F", "F", "F", "F", "F", "F", "C", "C", "C", "O", "C", "N", "H", "H", "H", "H", "H", "H", "H", "H", "H", "H", "H", "C", "C", "C", "O", "C", "N", "H", "H", "H", "H", "H", "H", "H", "H", "H", "H", "H", "C", "C", "C", "O", "C", "N", "H", "H", "H", "H", "H", "H", "H", "H", "H", "H", "H", "C", "C", "C", "O", "C", "N", "H", "H", "H", "H", "H", "H", "H", "H", "H", "H", "H", "C", "C", "C", "O", "C", "N", "H", "H", "H", "H", "H", "H", "H", "H", "H", "H", "H", "C", "C", "C", "O", "C", "N", "H", "H", "H", "H", "H", "H", "H", "H", "H", "H", "H", "C", "C", "C", "O", "C", "N", "H", "H", "H", "H", "H", "H", "H", "H", "H", "H", "H", "C", "C", "C", "O", "C", "N", "H", "H", "H", "H", "H", "H", "H", "H", "H", "H", "H", "C", "C", "C", "O", "C", "N", "H", "H", "H", "H", "H", "H", "H", "H", "H", "H", "H", "C", "O", "N", "N", "H", "H", "H", "H", "C", "O", "N", "N", "H", "H", "H", "H", "C", "O", "N", "N", "H", "H", "H", "H", "C", "O", "N", "N", "H", "H", "H", "H", "C", "O", "N", "N", "H", "H", "H", "H", "C", "O", "N", "N", "H", "H", "H", "H", "C", "O", "N", "N", "H", "H", "H", "H"],
  "xyz": [[-0.478, 0.129, 1.088], [-1.991, -0.508, 0.367], [-1.445, 1.692, 1.256], [1.006, 0.925, 1.708], [0.390, -1.411, 0.947], [-0.028, 0.690, -0.507], [-0.712, -0.259, 2.897], [-3.336, 6.606, -3.310], [-2.392, 5.462, -3.724], [-0.972, 5.709, -4.137], [-0.913, 6.202, -5.501], [-0.949, 7.628, -5.550], [-2.430, 4.605, -2.540], [-3.673, 7.199, -4.160], [-3.006, 7.276, -2.516], [-4.296, 6.233, -2.955], [-2.822, 4.992, -4.608], [-0.462, 4.769, -4.346], [-0.398, 6.296, -3.420], [-0.134, 7.973, -6.186], [-0.937, 8.111, -4.573], [-1.879, 7.953, -6.018], [-3.273, 4.618, -1.985], [-1.702, 4.783, -1.863], [-1.359, 0.111, 6.866], [-1.496, 1.552, 6.298], [-0.188, 2.146, 5.814], [0.410, 2.703, 7.041], [1.624, 3.307, 6.749], [-2.404, 1.538, 5.144], [-0.755, -0.608, 6.311], [-2.378, -0.261, 6.975], [-0.871, 0.091, 7.841], [-1.932, 2.030, 7.176], [-0.435, 2.935, 5.103], [0.425, 1.311, 5.474], [2.170, 3.656, 7.626], [1.573, 4.144, 6.052], [2.263, 2.520, 6.348], [-1.982, 0.846, 4.542], [-2.444, 2.445, 4.702], [-5.491, -0.764, -2.762], [-5.535, -1.263, -4.203], [-6.883, -1.071, -5.021], [-6.968, -2.061, -6.031], [-7.889, -1.739, -7.138], [-4.526, -0.551, -4.877], [-6.118, 0.108, -2.577], [-4.580, -0.385, -2.300], [-5.905, -1.537, -2.114], [-5.270, -2.311, -4.343], [-7.025, -0.048, -5.369], [-7.794, -1.368, -4.502], [-7.950, -2.657, -7.722], [-7.621, -0.994, -7.887], [-8.874, -1.448, -6.775], [-4.027, -1.229, -5.435], [-3.913, -0.327, -4.106], [6.479, -0.012, -2.262], [5.090, -0.427, -2.838], [4.023, 0.671, -3.054], [3.891, 1.407, -1.823], [3.215, 0.586, -0.946], [5.443, -1.037, -4.143], [7.136, -0.881, -2.285], [6.280, 0.354, -1.254], [7.042, 0.733, -2.825], [4.675, -1.199, -2.189], [3.057, 0.202, -3.243], [4.197, 1.480, -3.764], [3.790, -0.250, -0.548], [2.325, 0.221, -1.459], [2.756, 1.143, -0.130], [6.414, -1.314, -4.177], [5.580, -0.410, -4.923], [2.241, 7.175, -2.458], [2.749, 6.234, -1.417], [2.191, 4.729, -1.536], [0.847, 4.725, -1.302], [0.489, 4.426, 0.094], [4.171, 6.231, -1.596], [2.910, 8.035, -2.433], [1.267, 7.514, -2.104], [2.221, 6.620, -3.396], [2.565, 6.661, -0.431], [2.822, 4.242, -0.793], [2.487, 4.035, -2.323], [0.945, 3.474, 0.363], [-0.582, 4.226, 0.050], [0.870, 5.290, 0.639], [4.474, 5.463, -1.014], [4.520, 7.088, -1.193], [3.177, -5.753, -2.991], [3.937, -4.617, -3.676], [3.109, -4.118, -4.926], [2.901, -5.062, -5.991], [1.717, -4.971, -6.783], [4.046, -3.509, -2.738], [3.908, -6.167, -2.297], [2.982, -6.489, -3.771], [2.299, -5.285, -2.544], [4.909, -5.026, -3.951], [3.414, -3.151, -5.328], [2.142, -3.761, -4.573], [0.866, -5.414, -6.266], [1.846, -5.741, -7.543], [1.561, -4.019, -7.291], [4.647, -2.773, -3.082], [3.147, -3.050, -2.710], [-2.255, -7.814, 4.177], [-2.095, -7.092, 2.823], [-1.116, -5.830, 2.842], [-1.398, -5.045, 4.048], [-0.810, -3.748, 3.990], [-1.516, -8.139, 1.964], [-1.240, -8.119, 4.431], [-3.132, -8.441, 4.335], [-2.459, -6.987, 4.858], [-3.095, -6.851, 2.463], [-1.388, -5.270, 1.947], [-0.029, -5.901, 2.877], [-0.737, -3.284, 4.973], [-1.308, -3.096, 3.272], [0.209, -3.803, 3.609], [-2.150, -8.883, 1.706], [-0.820, -8.702, 2.432], [5.698, -1.747, 1.688], [4.994, -0.658, 2.436], [5.612, 0.736, 2.476], [6.865, 0.712, 3.277], [7.669, 1.895, 3.130], [3.651, -0.755, 1.970], [6.629, -1.877, 2.238], [5.975, -1.499, 0.663], [5.219, -2.727, 1.706], [4.847, -0.953, 3.476], [4.881, 1.383, 2.962], [5.753, 0.946, 1.416], [7.739, 2.078, 2.058], [8.642, 1.766, 3.606], [7.159, 2.795, 3.474], [3.229, -1.667, 1.862], [2.956, -0.063, 2.211], [1.355, -2.828, 7.200], [1.025, -3.523, 8.553], [-0.450, -3.640, 8.883], [-1.185, -2.415, 8.754], [-2.653, -2.566, 9.015], [1.872, -4.688, 8.469], [0.525, -3.119, 6.556], [2.275, -3.117, 6.693], [1.360, -1.766, 7.443], [1.391, -2.914, 9.380], [-0.480, -4.027, 9.901], [-0.813, -4.443, 8.241], [-2.986, -3.333, 8.315], [-3.210, -1.666, 8.756], [-2.972, -3.017, 9.954], [2.734, -4.400, 8.028], [1.869, -5.154, 9.365], [2.907, -4.626, 0.729], [2.432, -5.243, 1.634], [4.039, -4.912, 0.180], [2.313, -3.606, 0.162], [4.394, -5.716, 0.677], [4.384, -4.463, -0.656], [2.941, -3.037, -0.388], [1.487, -3.190, 0.569], [-0.663, -3.010, -2.025], [-0.095, -3.407, -3.018], [-1.227, -1.808, -1.955], [-0.636, -3.696, -0.936], [-1.732, -1.520, -1.129], [-1.091, -1.189, -2.741], [-0.139, -4.568, -0.823], [-0.815, -3.181, -0.085], [-3.118, 4.405, 2.755], [-3.668, 5.360, 3.227], [-1.928, 4.464, 2.291], [-3.451, 3.144, 2.957], [-1.468, 5.363, 2.270], [-1.459, 3.629, 1.970], [-2.908, 2.373, 2.594], [-4.353, 2.989, 3.382], [-5.353, -0.131, 0.925], [-6.529, -0.202, 0.780], [-4.655, -1.045, 1.475], [-4.599, 0.859, 0.533], [-3.686, -1.014, 1.191], [-5.071, -1.953, 1.627], [-4.982, 1.619, -0.012], [-3.632, 0.607, 0.390], [-1.224, 1.281, -3.818], [-1.052, 0.112, -4.130], [-0.428, 2.020, -3.082], [-2.273, 1.959, -4.147], [-0.860, 2.902, -2.846], [0.317, 1.582, -2.560], [-3.010, 1.522, -4.683], [-2.330, 2.841, -3.659], [1.529, 0.370, -6.754], [2.144, 0.130, -7.811], [0.291, 0.549, -6.665], [2.043, 0.154, -5.595], [-0.121, 0.424, -5.752], [-0.171, 0.821, -7.521], [3.033, 0.028, -5.444], [1.401, -0.189, -4.895], [-5.762, 4.199, -0.977], [-5.341, 3.534, -1.798], [-5.621, 4.000, 0.331], [-6.342, 5.292, -1.089], [-5.862, 4.671, 1.047], [-5.241, 3.083, 0.518], [-6.337, 5.807, -1.958], [-6.465, 5.854, -0.259]],
  "atomic_forces_ev_per_a": [[1.40, 1.53, 1.98], [1.04, -0.06, 1.33], [0.95, -1.55, 0.25], [-1.19, -0.36, -0.72], [-1.12, 1.16, -0.18], [-0.23, -0.60, 0.80], [-0.74, 0.29, -2.88], [-0.43, 1.02, -1.27], [-1.61, 0.57, 1.65], [0.50, -0.33, -1.73], [0.00, 1.27, 1.42], [-0.46, -0.16, -0.70], [1.09, -1.76, 0.28], [0.38, 0.42, -0.20], [0.55, -0.08, -0.07], [0.17, -0.65, 0.09], [-0.32, -0.44, 0.18], [-0.09, -0.42, 1.02], [0.09, 0.20, -0.12], [0.14, 0.10, 0.19], [0.35, -0.16, 0.13], [-0.17, 0.02, -0.15], [-0.42, -0.04, -0.59], [0.52, 0.32, -0.28], [0.07, 0.39, -0.01], [-0.22, -1.51, -0.16], [-0.35, 0.27, 3.25], [-0.62, 0.15, -0.98], [1.16, -0.56, -0.03], [-0.19, -0.70, 1.15], [-0.18, 0.12, -0.67], [0.09, -0.24, 0.03], [-0.18, 0.34, 0.15], [0.06, 0.98, -0.45], [0.65, 0.04, -0.20], [0.32, 0.37, -0.64], [-0.53, 0.05, 0.40], [-0.25, 0.07, -0.25], [0.48, 0.12, -0.51], [-0.27, 0.08, -0.77], [0.09, -0.14, -0.11], [-2.13, -0.36, 1.01], [-1.73, -0.05, -0.52], [-0.77, -0.99, 1.45], [0.17, 0.69, -2.96], [0.65, -0.99, 0.89], [2.02, 1.08, -0.97], [-0.50, 0.04, -0.42], [0.71, -0.67, -0.66], [0.07, 0.06, 0.28], [-0.59, -0.45, 0.82], [0.48, 0.08, -0.21], [0.00, 0.74, 1.34], [-0.23, -0.14, 0.28], [0.86, 0.50, 0.51], [-0.12, -0.18, 0.30], [0.40, 0.39, -0.44], [0.87, 0.26, -0.61], [-1.30, 0.35, 0.73], [2.31, 0.86, -2.12], [0.73, 0.66, 1.57], [0.36, 0.14, -0.93], [-1.60, -0.20, 1.06], [-0.21, -0.70, -0.93], [-0.21, -0.23, 0.51], [0.66, 0.01, 0.23], [-0.55, 0.34, -0.20], [0.00, 0.15, -0.05], [0.02, -0.07, -0.36], [0.56, -0.57, -0.54], [0.04, 0.13, 0.12], [-0.22, -0.64, -0.05], [0.62, 0.23, 0.25], [0.20, -0.89, 0.95], [-1.23, 0.98, -0.05], [-0.89, 0.05, 0.65], [-0.23, -1.18, -1.18], [2.40, 1.67, 1.19], [-1.80, -0.95, 0.93], [0.57, -0.11, -2.27], [0.91, -1.00, 0.14], [-0.10, 0.09, -0.57], [-0.35, 0.09, -0.68], [-0.08, 0.62, -0.24], [-0.85, -0.47, 0.40], [-0.48, -0.39, 1.13], [-0.23, 0.98, -1.27], [0.28, 0.12, 0.33], [0.02, 0.63, 0.46], [-0.54, -0.28, 0.72], [0.94, -0.04, 0.13], [0.41, 0.01, 0.00], [1.10, 0.61, -0.81], [-1.37, -0.09, -1.44], [-0.92, 0.36, -0.26], [0.62, 0.10, 0.52], [0.64, -1.30, 0.14], [0.50, 0.19, 0.45], [-0.61, -0.22, 0.45], [-0.51, -0.11, 0.26], [-0.18, -0.64, 0.19], [0.21, 0.49, -0.19], [1.25, -0.05, -0.28], [-0.59, -0.67, 0.67], [-0.40, 0.93, 0.53], [0.41, 0.21, -0.42], [-0.14, 0.18, 0.43], [0.28, -0.27, -0.50], [-0.57, -0.06, 0.18], [0.09, 3.23, 0.85], [1.28, -2.03, 0.80], [-1.56, 0.38, 1.34], [-0.31, 0.11, -0.61], [0.45, -0.49, -0.60], [0.34, 0.00, -1.67], [-0.40, -0.88, 0.35], [0.56, -0.67, -0.65], [0.04, 0.03, 0.63], [0.28, 0.48, -0.30], [0.07, 0.30, -0.14], [0.02, -1.18, -0.49], [-0.52, -0.21, -0.05], [-0.48, 0.16, 0.13], [0.39, -0.23, 0.03], [-0.78, 0.45, -0.18], [0.50, 0.61, 0.42], [2.22, -0.09, 0.64], [-1.29, -1.59, 1.82], [0.71, -1.03, 0.30], [-1.08, 0.19, -0.81], [-1.34, -0.43, -1.04], [-1.96, 1.65, -1.79], [0.44, -0.30, -0.25], [-0.27, 0.20, -0.14], [-0.41, 0.25, 0.04], [1.30, -0.22, 0.64], [0.11, 0.41, -0.18], [0.52, 0.92, -0.02], [0.72, 0.00, -0.22], [-0.25, -0.16, -0.04], [-0.07, 0.01, 0.66], [0.43, 0.06, 0.26], [0.17, -0.04, 0.25], [-1.69, 0.61, 0.94], [2.00, 2.21, -0.80], [-0.30, -1.09, -0.42], [-1.12, -0.38, 0.85], [1.40, -1.27, -1.51], [-1.87, -1.27, 0.45], [0.13, 0.50, -0.35], [0.06, -0.08, 0.42], [-0.13, 0.17, -0.79], [0.30, 0.66, 0.03], [-0.36, 0.04, 0.36], [-0.71, 0.00, -0.31], [-0.12, 0.00, -0.42], [0.62, 0.19, 0.33], [0.70, 0.58, 0.64], [0.15, -0.60, 0.82], [1.01, -0.29, -0.16], [-1.51, 0.68, 0.13], [-1.30, -1.86, 2.73], [3.52, -1.76, -0.26], [-1.36, 3.04, -1.38], [0.90, 0.04, -0.84], [0.17, -0.35, -0.13], [-0.66, 0.36, -0.13], [0.35, -0.06, -0.10], [1.14, 1.19, -2.36], [0.81, -0.67, -2.20], [-1.04, 1.13, 0.23], [-0.76, -2.14, 4.93], [0.24, 0.01, -0.63], [-0.20, 0.11, -0.06], [-0.03, 0.32, -0.48], [-0.03, -0.40, 0.07], [-0.48, -0.62, 2.32], [-2.34, 2.19, 0.34], [5.24, 1.14, -2.88], [-2.67, -2.29, 0.25], [-0.07, -0.34, -0.15], [0.16, 0.35, 0.00], [-0.40, 0.06, -0.03], [0.24, -0.37, -0.16], [-2.12, 0.81, -1.05], [-3.91, 0.29, -0.27], [3.46, -4.64, 2.37], [2.33, 3.58, -1.44], [-0.02, -0.74, 0.70], [0.05, 0.27, -0.07], [0.09, -0.88, -0.36], [-0.05, 0.90, -0.17], [0.16, -1.16, 0.28], [0.90, -1.75, -0.59], [2.21, 0.79, 1.19], [-2.85, 1.28, -1.44], [0.99, 0.13, 0.80], [-0.24, 0.39, 0.06], [-0.06, 0.31, 0.16], [-1.28, 0.30, -0.35], [4.10, -2.78, -4.52], [0.22, 1.48, -0.16], [-6.04, 1.82, -0.94], [2.98, -0.53, 5.24], [-0.98, 0.36, -0.36], [-0.44, -0.39, 0.51], [-0.43, -0.37, -0.42], [0.43, 0.18, 0.38], [0.28, 0.43, 6.09], [3.12, -5.70, -6.61], [1.23, -2.83, 2.73], [-4.48, 8.79, -2.45], [0.24, -0.68, -0.01], [-0.07, 0.75, 1.21], [-0.13, -0.27, 0.06], [-0.21, 0.05, -0.58]],
  "lowdin_charge": [0.9898, -0.2848, -0.2967, -0.2850, -0.2472, -0.2421, -0.2917, -0.0529, -0.3873, -0.1800, -0.1757, -0.1115, 0.0452, 0.0697, 0.0851, 0.0477, 0.1408, 0.1278, 0.1054, 0.0829, 0.0829, 0.0761, 0.0573, 0.0641, -0.0619, -0.4149, -0.1512, -0.1890, -0.1584, 0.0446, 0.0636, 0.0671, 0.0737, 0.1342, 0.1183, 0.1266, 0.0812, 0.0816, 0.0801, 0.0452, 0.0310, -0.0491, -0.4176, -0.1906, -0.2092, -0.0863, 0.0307, 0.0819, 0.0641, 0.0809, 0.1348, 0.1177, 0.1148, 0.0775, 0.0753, 0.0753, 0.0877, 0.0308, -0.0440, -0.3781, -0.1658, -0.1844, -0.1527, 0.0166, 0.0745, 0.0573, 0.0803, 0.0912, 0.0930, 0.1352, 0.0667, 0.0760, 0.0740, 0.0613, 0.0751, -0.0760, -0.4508, -0.2195, -0.2132, -0.0311, 0.0199, 0.0752, 0.0714, 0.0924, 0.1273, 0.1031, 0.1294, 0.0797, 0.0620, 0.0925, 0.0654, 0.0734, -0.0561, -0.3983, -0.1780, -0.2014, -0.0999, 0.0411, 0.0636, 0.0783, 0.0743, 0.1347, 0.1075, 0.0999, 0.0856, 0.0749, 0.0894, 0.0215, 0.0723, -0.0836, -0.3759, -0.1256, -0.2200, -0.1035, -0.0025, 0.0816, 0.0755, 0.0552, 0.1314, 0.1034, 0.1124, 0.0634, 0.0723, 0.0809, 0.0588, 0.0565, -0.0555, -0.4653, -0.1349, -0.1950, -0.1079, 0.0343, 0.0773, 0.0705, 0.0699, 0.1311, 0.1253, 0.1153, 0.0739, 0.0847, 0.0758, 0.0639, 0.0540, -0.0381, -0.4495, -0.2148, -0.1957, -0.0532, 0.0238, 0.0528, 0.0748, 0.0755, 0.1219, 0.1181, 0.1240, 0.0760, 0.0748, 0.0760, 0.0635, 0.0703, -0.8340, 0.0417, 0.1731, 0.1856, 0.1248, 0.0741, 0.0857, 0.0720, -0.7795, 0.0177, 0.1831, 0.1715, 0.0563, 0.0595, 0.1167, 0.0782, -0.8197, 0.0347, 0.1741, 0.1506, 0.1223, 0.0694, 0.0723, 0.1259, -0.8413, 0.0604, 0.1854, 0.1829, 0.0734, 0.1296, 0.0786, 0.0683, -0.7490, -0.0165, 0.2049, 0.2076, 0.0662, 0.0988, 0.1068, 0.0604, -0.8074, -0.0181, 0.1918, 0.1711, 0.0651, 0.1346, 0.0890, 0.1001, -0.8945, 0.1239, 0.1773, 0.1802, 0.1115, 0.0636, 0.1216, 0.1227],
  "total_energy_ev": -190826.131,
  "total_charge": -1,
  "multiplicity": 1,
  "mol_weight_g_mol": 1411.54,
  "max_force_ev_per_a": 10.17,
  "gap_ev": 7.940
}